Record 1
This record from OMol25 describes a single C11H10S2 molecule at a distorted geometry. The level of theory is wB97M-V/def2-TZVPD.

Properties
HOMO energy	-8.63	eV
gap between HOMO and LUMO	8.19	eV
energy relative to the best compared isomer or geometry (same formula, charge and spin)	61.2	kcal/mol
SMILES string	S=C1S[C@@]12CC[C@H]2c1ccccc1
E_LUMO	-0.44	eV

Last column: Löwdin charge in e.
Positions of all 23 atoms, in Å:
S1 3.44 -1.81 -1.77  0.64
C1 2.07 -2.25 -1.01  -1.13
S2 1.47 -3.69 -0.29  0.90
C2 1.15 -1.88 0.09  -0.56
C3 1.67 -1.25 1.42  -0.14
C4 0.32 -0.69 1.80  -0.11
C5 -0.27 -1.22 0.48  -0.16
C6 -0.64 -0.07 -0.55  -0.16
C7 -1.96 0.14 -0.88  -0.02
C8 -2.20 1.23 -1.76  -0.08
C9 -1.19 2.08 -2.15  -0.11
C10 0.15 1.75 -1.93  -0.08
C11 0.45 0.68 -1.10  -0.04
H1 1.94 -1.93 2.08  0.06
H2 2.46 -0.57 1.23  0.11
H3 -0.04 -1.32 2.65  0.13
H4 0.21 0.34 1.99  0.10
H5 -0.93 -2.04 0.71  0.13
H6 -2.63 -0.55 -0.51  0.08
H7 -3.22 1.66 -2.08  0.13
H8 -1.51 2.88 -2.78  0.09
H9 1.13 2.16 -2.40  0.14
H10 1.41 0.52 -0.59  0.11

=====

Record 2
This record from OMol25 describes a single C11H11BrN2 molecule at a distorted geometry. The level of theory is wB97M-V/def2-TZVPD.

Properties
HOMO energy (alpha / beta)	-7.83 / -7.83	eV
gap between HOMO and LUMO (alpha / beta)	7.55 / 7.55	eV
energy relative to the best compared isomer or geometry (same formula, charge and spin)	13.1	kcal/mol
SMILES string	CC1=C=C(Br)N(C)c2ccc(C)nc21
E_LUMO (alpha / beta)	-0.28 / -0.28	eV

Last column: Löwdin charge in e.
Positions of all 25 atoms, in Å:
C1 -0.23 -3.09 0.61  -0.05
C2 -0.75 -1.71 0.31  -0.22
C3 -2.07 -1.52 0.26  -0.01
C4 -2.64 -0.27 0.21  -0.67
Br1 -4.45 0.13 -0.34  0.71
N1 -1.91 0.88 0.36  -0.11
C5 -2.47 2.09 1.08  0.02
C6 -0.56 0.69 0.04  -0.13
C7 0.40 1.74 -0.07  0.01
C8 1.73 1.52 -0.41  -0.01
C9 2.13 0.21 -0.83  -0.31
C10 3.56 -0.19 -1.35  0.01
N2 1.25 -0.75 -0.73  0.15
C11 0.02 -0.55 -0.23  -0.16
H1 -0.53 -3.69 -0.22  0.07
H2 -0.67 -3.54 1.51  0.09
H3 0.87 -3.05 0.73  0.08
H4 -2.45 2.81 0.30  0.09
H5 -3.38 1.74 1.34  0.00
H6 -1.75 2.24 1.81  0.08
H7 0.20 2.69 0.11  0.06
H8 2.52 2.37 -0.39  0.14
H9 4.12 0.68 -1.06  0.06
H10 3.67 -1.08 -0.69  0.10
H11 3.41 -0.33 -2.34  0.03

=====

Let's list E in order: -33236.1272, -84604.1992 eV.